[1]
# C2H4N2OS

An isolated molecule of C2H4N2OS at a distorted geometry (wB97M-V/def2-TZVPD, the Open Molecules 2025 dataset).

Values from the calculation:
HOMO level ... -9.19 eV
Energy relative to the best compared isomer or geometry (same formula, charge and spin) ... 241.42 kJ/mol
HOMO-LUMO gap ... 0.3499 hartree
Strongest force on any atom ... 4.88 eV Å⁻¹
SMILES ... N#C[C@@](N)(O)S
Total energy ... -661.49358 hartree

Structure (ORCA input):
```
! wB97M-V def2-TZVPD RIJCOSX def2/J DEFGRID3
* xyz 0 1
N -2.578 0.134 -0.268
C -1.444 0.183 -0.089
C 0.016 0.068 0.073
N 0.691 0.767 -0.828
O 0.442 0.252 1.424
S 0.256 -1.948 -0.018
H 1.700 0.905 -0.800
H 0.302 0.940 -1.780
H 1.249 0.809 1.253
H -0.633 -2.110 1.031
*
```


[2]
# C2H4N2OS

An isolated molecule of C2H4N2OS at a distorted geometry (wB97M-V/def2-TZVPD, the Open Molecules 2025 dataset).

Values from the calculation:
HOMO level ... -9.01 eV
Energy relative to the best compared isomer or geometry (same formula, charge and spin) ... 366.88 kJ/mol
HOMO-LUMO gap ... 0.3371 hartree
Strongest force on any atom ... 3.87 eV Å⁻¹
SMILES ... O/N=C/C=N\S
Total energy ... -661.44579 hartree

Structure (ORCA input):
```
! wB97M-V def2-TZVPD RIJCOSX def2/J DEFGRID3
* xyz 0 1
O -1.681 1.636 1.238
N -1.393 0.300 1.048
C -0.369 0.166 0.366
C 0.192 -1.096 -0.046
N 1.159 -1.290 -0.854
S 1.860 0.020 -1.651
H -2.618 1.683 1.562
H 0.178 1.111 0.095
H -0.255 -1.916 0.480
H 2.927 -0.616 -2.239
*
```


[3]
# C2H4N2OS2

An isolated molecule of C2H4N2OS2 at a distorted geometry (wB97M-V/def2-TZVPD, the Open Molecules 2025 dataset).

Values from the calculation:
HOMO level ... -8.44 eV
Energy relative to the best compared isomer or geometry (same formula, charge and spin) ... 436.11 kJ/mol
HOMO-LUMO gap ... 0.3026 hartree
Strongest force on any atom ... 4.38 eV Å⁻¹
SMILES ... C=NSC(=S)NO
Total energy ... -1059.57717 hartree

Structure (ORCA input):
```
! wB97M-V def2-TZVPD RIJCOSX def2/J DEFGRID3
* xyz 0 1
C -3.077 -0.601 -0.248
N -1.928 0.027 -0.477
S -0.593 -0.682 0.488
C 0.905 0.078 0.037
S 2.268 -0.929 -0.214
N 1.039 1.471 -0.058
O -0.250 2.002 0.048
H -3.091 -1.515 0.513
H -3.969 -0.364 -1.010
H 1.841 2.154 -0.223
H -0.325 2.147 0.951
*
```


[4]
# C2H4N2OS2

A structure of composition C2H4N2OS2 at a distorted geometry (wB97M-V/def2-TZVPD, the Open Molecules 2025 dataset).

Values from the calculation:
HOMO level ... -8.48 eV
Energy relative to the best compared isomer or geometry (same formula, charge and spin) ... 227.67 kJ/mol
HOMO-LUMO gap ... 0.3223 hartree
Strongest force on any atom ... 3.73 eV Å⁻¹
Total energy ... -1059.65656 hartree

Structure (ORCA input):
```
! wB97M-V def2-TZVPD RIJCOSX def2/J DEFGRID3
* xyz 0 1
C 0.222 0.521 -0.422
C -0.252 -1.102 1.255
H -1.780 0.074 -2.172
H 1.737 1.497 0.363
H -0.202 -2.279 1.039
H -0.853 -0.803 2.214
N 0.283 1.080 -1.546
N 0.998 0.973 0.695
O -0.752 -0.377 -0.008
S -0.901 1.035 -2.721
S 1.500 -0.620 1.304
*
```


[5]
# C2H4N2OS2

A structure of composition C2H4N2OS2 at a distorted geometry (wB97M-V/def2-TZVPD, the Open Molecules 2025 dataset).

Values from the calculation:
HOMO level ... -8.87 eV
Energy relative to the best compared isomer or geometry (same formula, charge and spin) ... 639.64 kJ/mol
HOMO-LUMO gap ... 0.2951 hartree
Strongest force on any atom ... 5.42 eV Å⁻¹
Total energy ... -1059.49964 hartree

Structure (ORCA input):
```
! wB97M-V def2-TZVPD RIJCOSX def2/J DEFGRID3
* xyz 0 1
C -0.239 0.671 -0.876
C -0.957 0.424 0.592
H -0.161 -2.368 -0.338
H 0.417 -0.468 -2.578
H -2.026 0.250 0.734
H 1.617 0.058 3.144
N -0.019 -0.566 -1.545
N -0.384 0.372 1.758
O 0.620 -1.612 -0.824
S -0.046 2.187 -1.756
S 1.177 1.052 1.689
*
```


[6]
# C2H4N2P2

An isolated molecule of C2H4N2P2 at a distorted geometry (wB97M-V/def2-TZVPD, the Open Molecules 2025 dataset).

Values from the calculation:
HOMO level (spin up / spin down) ... -4.88 / -9.86 eV
Energy relative to the best compared isomer or geometry (same formula, charge and spin) ... 81.44 kJ/mol
HOMO-LUMO gap (spin up / spin down) ... 0.1954 / 0.2780 hartree
Strongest force on any atom ... 5.60 eV Å⁻¹
Total energy ... -870.61692 hartree

Structure (ORCA input):
```
! wB97M-V def2-TZVPD RIJCOSX def2/J DEFGRID3
* xyz 0 3
C -1.482 1.074 -0.014
C -0.711 -1.164 0.028
N -0.162 1.069 -0.053
N 0.233 -0.247 -0.029
P -2.361 -0.464 0.037
P 2.134 -0.686 0.004
H -2.050 2.099 -0.099
H -0.357 -2.254 0.128
H 2.307 0.355 0.918
H 2.449 0.219 -0.920
*
```


[7]
# C2H4N2S

An isolated molecule of C2H4N2S at a distorted geometry (wB97M-V/def2-TZVPD, the Open Molecules 2025 dataset).

Values from the calculation:
HOMO level ... -9.30 eV
Energy relative to the best compared isomer or geometry (same formula, charge and spin) ... 43.04 kJ/mol
HOMO-LUMO gap ... 0.3005 hartree
Strongest force on any atom ... 3.99 eV Å⁻¹
SMILES ... [H]/N=C(/N)C=S
Total energy ... -586.27800 hartree

Structure (ORCA input):
```
! wB97M-V def2-TZVPD RIJCOSX def2/J DEFGRID3
* xyz 0 1
H -1.373 1.964 0.729
N -1.812 1.032 0.684
C -0.893 0.147 0.353
N -1.115 -1.137 0.417
C 0.405 0.640 -0.201
S 1.667 -0.281 -0.637
H -2.011 -1.441 0.838
H -0.358 -1.738 0.202
H 0.492 1.727 -0.195
*
```


[8]
# C2H4N2S2

A cluster of 2 separate species, C2H4N2S2 in total at a distorted geometry (wB97M-V/def2-TZVPD, the Open Molecules 2025 dataset).

Values from the calculation:
HOMO level (spin up / spin down) ... -10.00 / -7.12 eV
Energy relative to the best compared isomer or geometry (same formula, charge and spin) ... 393.81 kJ/mol
HOMO-LUMO gap (spin up / spin down) ... 0.3461 / 0.2231 hartree
Strongest force on any atom ... 2.07 eV Å⁻¹
Total energy ... -984.36489 hartree

Structure (ORCA input):
```
! wB97M-V def2-TZVPD RIJCOSX def2/J DEFGRID3
* xyz 0 1
C 1.717 -0.732 0.695
C 1.393 -0.603 -0.640
N 0.715 -0.663 1.604
N -2.854 1.298 -0.602
S -0.267 -0.346 -1.038
S -0.756 -0.381 0.951
H 2.700 -0.838 1.149
H 2.091 -0.949 -1.446
H -2.136 1.827 -1.119
H -2.602 1.388 0.446
*
```


[9]
# C2H4N2S2

A cluster of 2 separate species, C2H4N2S2 in total at a distorted geometry (wB97M-V/def2-TZVPD, the Open Molecules 2025 dataset).

Values from the calculation:
HOMO level ... -8.67 eV
Energy relative to the best compared isomer or geometry (same formula, charge and spin) ... 593.84 kJ/mol
HOMO-LUMO gap ... 0.3108 hartree
Strongest force on any atom ... 6.89 eV Å⁻¹
Total energy ... -984.28871 hartree

Structure (ORCA input):
```
! wB97M-V def2-TZVPD RIJCOSX def2/J DEFGRID3
* xyz 0 1
C 0.208 0.994 -0.967
C 0.162 -1.434 0.204
N 0.233 -1.162 -0.964
N 0.083 1.381 0.426
S 2.793 0.038 0.186
S 1.833 1.557 -0.299
H -0.343 1.402 -1.804
H 0.170 -0.509 0.886
H -0.043 -2.411 0.579
H -0.242 2.203 0.724
*
```


[10]
# C2H4N2S2

A cluster of 2 separate species, C2H4N2S2 in total at a distorted geometry (wB97M-V/def2-TZVPD, the Open Molecules 2025 dataset).

Values from the calculation:
HOMO level (spin up / spin down) ... -5.41 / -9.48 eV
Energy relative to the best compared isomer or geometry (same formula, charge and spin) ... 285.16 kJ/mol
HOMO-LUMO gap (spin up / spin down) ... 0.2264 / 0.2509 hartree
Strongest force on any atom ... 9.54 eV Å⁻¹
Total energy ... -984.28679 hartree

Structure (ORCA input):
```
! wB97M-V def2-TZVPD RIJCOSX def2/J DEFGRID3
* xyz 0 3
C 3.165 -0.467 -0.422
C -2.393 0.552 0.358
N 3.273 -0.432 0.771
N -1.337 -0.129 0.363
S 2.910 -0.161 -1.894
S -2.780 1.079 -1.227
H -1.681 0.619 -1.882
H -3.122 0.589 1.111
H 3.179 -1.002 1.578
H -1.213 -0.649 1.245
*
```